[1]
ORCA calculation (ωB97M-V with the def2-TZVPD basis set) on a cluster of 7 separate species, C36H67F2N11O8S in total.

Last column: Löwdin charge in e.
Atoms and positions in Å:
C1 -4.1611 4.2725 1.5067  -0.145
C2 -2.8851 3.9467 0.4789  -0.239
C3 -1.9948 2.7893 1.2241  -0.224
C4 -0.4763 2.5897 0.5700  -0.158
C5 -0.3700 1.0117 0.0291  -0.017
C6 -0.5056 -0.2660 1.1002  -0.002
C7 -0.7031 -0.0593 2.7324  -0.143
C8 0.6956 -0.6063 3.4635  -0.187
C9 1.9763 -0.2718 2.4903  -0.197
C10 3.4004 -0.2647 3.3608  -0.258
N1 4.4692 -0.7491 2.3958  -0.054
C11 -0.4511 -1.8513 0.5698  -0.065
N2 -0.5829 -2.9458 1.6053  0.038
C12 -2.0168 -3.3563 1.8541  -0.165
O1 -2.4041 -3.4948 3.1502  0.024
F1 -3.0665 -3.5777 0.8333  0.013
C13 0.3332 -4.1206 1.3454  -0.165
O2 1.6392 -4.0285 1.6450  0.026
F2 -0.2040 -5.3866 0.7382  -0.005
C14 -0.2591 -2.1264 -1.0419  -0.140
N3 -0.2187 -3.4471 -1.7851  -0.302
S1 0.0371 -3.2530 -3.5335  0.933
N4 0.0839 -1.4908 -3.4478  -0.279
C15 -0.0817 -0.8573 -2.0722  -0.135
C16 -0.1270 0.7190 -1.5995  -0.016
C17 0.0644 1.9412 -2.7169  -0.149
C18 1.1739 1.5367 -3.9015  -0.295
N5 0.5247 1.0771 -5.1911  -0.074
H1 -3.7149 4.7389 2.5070  0.076
H2 -4.5725 3.1997 1.8294  0.083
H3 -4.9850 4.9441 1.0144  0.048
H4 -3.3893 3.4435 -0.4723  0.116
H5 -2.3058 4.9346 0.2381  0.097
H6 -2.5701 1.7692 1.2986  0.112
H7 -1.7995 3.1499 2.3451  0.105
H8 0.3881 2.8098 1.3354  0.084
H9 -0.3982 3.3759 -0.2936  0.097
H10 -1.6506 -0.6722 3.0483  0.112
H11 -0.8091 1.0583 3.0627  0.110
H12 0.8425 -0.0371 4.4878  0.118
H13 0.5669 -1.7579 3.6812  0.111
H14 2.1142 -1.0954 1.6557  0.105
H15 1.9178 0.7988 1.9820  0.115
H16 3.3204 -0.9398 4.3288  0.123
H17 3.5655 0.8724 3.6765  0.106
H18 4.9899 -1.5804 2.7595  0.069
H19 5.1145 0.0189 2.1075  0.049
H20 -0.9746 2.2718 -3.1764  0.126
H21 0.5128 2.9312 -2.2232  0.101
H22 1.8592 2.4684 -4.1634  0.107
H23 1.9165 0.6847 -3.5191  0.120
H24 1.1738 0.3826 -5.6688  0.072
H25 0.5490 1.9220 -5.8342  0.069
C19 5.0190 -4.3171 -2.8332  -0.325
O3 4.4849 -3.6071 -3.6757  -0.006
N6 4.4199 -4.7807 -1.6818  -0.201
C20 5.1224 -5.6189 -0.7326  -0.063
C21 3.0438 -4.4190 -1.4109  -0.058
H26 6.0644 -4.6506 -2.9412  0.127
H27 4.5899 -6.5695 -0.6388  0.090
H28 5.1451 -5.1127 0.2367  0.090
H29 6.1473 -5.8122 -1.0608  0.082
H30 2.4137 -4.7784 -2.2300  0.069
H31 2.9660 -3.3290 -1.3589  0.097
H32 2.7076 -4.8578 -0.4676  0.070
C22 -6.2630 -7.3925 3.8764  -0.333
O4 -6.5313 -6.9056 4.9673  0.000
N7 -5.4084 -6.8446 2.9442  -0.208
C23 -5.1431 -7.4852 1.6729  -0.066
C24 -4.7538 -5.5878 3.2442  -0.054
H33 -6.7064 -8.3472 3.5480  0.126
H34 -4.0724 -7.6957 1.5999  0.089
H35 -5.4407 -6.8081 0.8672  0.089
H36 -5.7004 -8.4213 1.5797  0.082
H37 -4.1545 -5.7065 4.1519  0.096
H38 -5.5159 -4.8234 3.4228  0.100
H39 -4.1104 -5.2801 2.4156  0.058
C25 1.2042 5.2902 2.5209  -0.278
O5 0.3908 4.3798 2.4270  -0.027
N8 0.9539 6.6178 2.2477  -0.200
C26 1.9734 7.6370 2.3838  -0.062
C27 -0.3708 7.0076 1.8103  -0.042
H40 2.2414 5.1036 2.8453  0.128
H41 1.6372 8.3777 3.1149  0.091
H42 2.1228 8.1192 1.4136  0.089
H43 2.9200 7.2049 2.7197  0.086
H44 -1.0962 6.7287 2.5805  0.096
H45 -0.6130 6.4715 0.8879  0.080
H46 -0.4174 8.0854 1.6332  0.090
C28 0.3707 -3.8874 -7.4990  -0.318
O6 -0.2499 -3.5404 -6.5021  -0.056
N9 1.7027 -4.2402 -7.5295  -0.205
C29 2.3650 -4.6402 -8.7535  -0.067
C30 2.4658 -4.2104 -6.2988  -0.062
H47 -0.1145 -3.9446 -8.4875  0.131
H48 2.7502 -5.6565 -8.6310  0.089
H49 3.1940 -3.9536 -8.9474  0.089
H50 1.6743 -4.6176 -9.6007  0.083
H51 2.0029 -4.8895 -5.5766  0.083
H52 2.4445 -3.1953 -5.8914  0.088
H53 3.5008 -4.5135 -6.4787  0.089
C31 4.9952 3.4125 3.7347  -0.349
O7 4.3746 3.7595 4.7316  -0.001
N10 6.3272 3.0597 3.7042  -0.207
C32 6.9895 2.6597 2.4802  -0.071
C33 7.0903 3.0895 4.9349  -0.048
H54 4.5099 3.3553 2.7462  0.125
H55 7.3746 1.6435 2.6027  0.086
H56 7.8184 3.3464 2.2863  0.089
H57 6.2987 2.6823 1.6330  0.085
H58 6.6274 2.4104 5.6572  0.095
H59 7.0690 4.1047 5.3423  0.093
H60 8.1252 2.7864 4.7550  0.088
C34 -6.7413 5.6299 -1.3122  -0.314
O8 -5.5780 5.3216 -1.0865  -0.015
N11 -7.7799 4.7450 -1.5071  -0.207
C35 -9.1321 5.1914 -1.7700  -0.067
C36 -7.5119 3.3229 -1.4474  -0.045
H61 -7.0541 6.6852 -1.3784  0.131
H62 -9.7895 4.8091 -0.9839  0.089
H63 -9.4515 4.7991 -2.7397  0.089
H64 -9.1902 6.2831 -1.7874  0.084
H65 -7.1046 3.0786 -0.4618  0.092
H66 -6.7683 3.0686 -2.2086  0.095
H67 -8.4269 2.7499 -1.6203  0.088

Atomic forces in eV per Å
1.033 -0.766 0.381
-1.545 -1.122 0.706
0.945 0.914 1.102
-0.713 -1.455 -0.288
0.623 -2.235 -3.205
-0.015 -2.306 -2.499
0.942 -0.293 -0.562
-0.340 0.384 -0.397
0.804 -0.446 0.794
-1.095 0.573 -0.516
0.359 0.361 1.178
0.224 4.433 -1.824
-1.531 -2.199 -3.022
-3.263 -1.104 7.226
2.606 0.941 -9.487
3.913 0.973 2.630
6.737 -0.097 0.981
-9.561 -0.951 -2.338
1.241 4.311 2.259
0.188 -0.423 -2.042
0.180 4.117 1.300
-0.788 5.273 5.864
-0.317 0.996 3.239
-0.109 -3.605 -0.757
-0.503 -1.153 3.046
0.755 0.077 0.233
0.817 -0.090 0.274
1.636 0.861 -0.666
-1.060 -0.776 -2.150
0.551 2.409 -0.756
1.768 -1.443 1.087
1.331 1.429 1.702
-0.962 -2.091 0.341
1.032 2.030 -0.401
-0.538 -0.748 -2.374
-2.046 -0.751 -1.622
0.053 -1.875 1.395
1.867 1.221 -0.475
-0.015 -2.083 -1.149
-0.436 -1.151 -2.049
0.575 2.354 -0.512
-0.402 1.797 1.745
-0.244 -2.269 1.002
0.198 1.375 -2.065
-0.136 -2.544 -0.389
-0.536 1.407 -0.427
-0.659 -1.178 0.610
2.129 -1.033 0.820
-1.069 -2.424 -0.623
-1.431 -1.667 1.019
-1.837 1.884 -0.614
-1.212 1.056 0.979
-0.211 -1.448 0.964
-0.732 -0.087 0.635
0.113 -0.469 0.565
0.963 0.388 -1.268
-0.187 0.132 -0.060
-0.123 0.130 -0.229
-0.015 -0.055 0.111
0.165 -0.009 0.157
0.077 -0.203 0.034
-0.169 0.074 -0.024
-0.071 0.130 0.179
-0.216 -0.116 0.025
0.158 0.092 -0.204
0.481 0.674 -0.078
0.344 -0.187 -0.877
-0.982 -0.821 0.807
0.030 0.203 0.174
-0.071 0.023 0.234
0.068 0.013 -0.108
-0.077 -0.064 -0.212
0.101 -0.181 -0.115
0.055 0.160 0.094
-0.018 0.225 -0.125
0.235 0.061 0.025
-0.231 -0.173 0.192
-0.279 0.756 -0.128
0.402 1.236 0.371
0.468 -1.417 0.314
-0.185 -0.048 -0.049
-0.156 -0.291 0.024
-0.037 0.115 0.020
0.206 0.068 -0.072
0.133 0.113 0.137
-0.202 -0.008 -0.037
-0.086 0.080 -0.203
-0.156 0.140 0.093
0.109 -0.214 0.061
0.805 -0.125 0.363
0.626 -0.269 -0.477
-1.515 0.318 -0.269
-0.012 0.051 0.235
-0.190 0.150 0.210
0.105 -0.026 -0.005
0.071 0.061 -0.208
0.013 -0.156 -0.165
0.052 0.020 0.187
0.196 0.113 0.074
0.158 -0.201 0.158
-0.242 0.088 0.001
0.605 -0.060 0.566
0.663 -0.244 -0.666
-1.369 0.306 -0.246
0.011 0.033 0.238
-0.245 0.090 0.222
0.115 -0.057 -0.073
0.078 0.050 -0.208
0.011 -0.161 -0.182
0.046 0.028 0.176
0.173 0.131 0.057
0.096 -0.168 0.118
-0.234 0.046 -0.073
-0.200 -0.758 -0.077
-0.966 0.011 -0.312
0.915 1.133 0.177
0.142 -0.180 0.029
0.342 -0.012 0.069
-0.116 -0.070 -0.018
-0.141 0.115 -0.143
-0.183 0.116 0.080
0.092 -0.181 0.019
-0.010 -0.163 -0.158
-0.072 -0.160 0.144
0.133 0.210 0.025

Its calculated total energy is -87441.9606 eV. The SMILES is CCCCc1c(CCCCN)c(N(C(=O)F)C(=O)F)c2nsnc2c1CCN.CN(C)C=O.CN(C)C=O.CN(C)C=O.CN(C)C=O.CN(C)C=O.CN(C)C=O. Its spin multiplicity is 1. As for the HOMO energy: -7.88 eV. The LUMO energy comes out at -1.2 eV.


[2]
ORCA calculation (ωB97M-V with the def2-TZVPD basis set) on a cluster of 3 separate species, C36H67NO9S4 in total.

Last column: Löwdin charge in e.
Atoms and positions in Å:
C1 2.8762 2.3292 5.2948  -0.140
C2 1.5200 2.2831 6.1542  -0.242
C3 0.1666 2.5247 5.2975  -0.202
C4 0.3524 2.4222 3.7083  -0.228
C5 0.8207 3.7707 2.9861  -0.201
C6 0.7664 3.7510 1.3820  -0.195
C7 0.9740 2.3144 0.7126  -0.188
C8 2.3538 1.5972 1.0850  -0.088
C9 3.4777 1.5653 -0.0736  -0.358
C10 3.3371 0.2879 -1.0306  -0.114
C11 1.8841 0.0020 -1.6180  -0.172
C12 1.8451 -1.5904 -1.9987  -0.151
C13 1.4713 -2.4543 -0.6858  -0.222
N1 0.1411 -2.1202 -0.1013  -0.223
C14 -0.0290 -2.6220 1.2968  -0.166
C15 0.5228 -1.4902 2.3069  -0.198
C16 -0.1854 -1.6028 3.7506  -0.220
C17 -1.6705 -0.9381 3.5951  -0.108
C18 -0.9802 -2.4718 -0.9776  -0.978
S1 -0.9743 -3.7192 -2.1118  0.662
S2 -2.5916 -1.5281 -0.8489  0.835
C19 -2.2585 0.2046 -0.2835  -0.484
C20 -1.7617 1.1553 -1.5139  -0.268
C21 -2.2570 2.6885 -1.3027  -0.125
C22 4.8563 1.2522 0.7675  -0.127
O1 4.6108 0.3587 1.8799  -0.138
C23 5.6101 -0.6484 1.9958  -0.205
C24 7.1068 -0.4118 2.3185  -0.002
C25 8.1195 -1.5917 2.4654  -0.063
C26 7.5845 -3.0329 2.2733  -0.091
C27 6.1001 -3.3546 1.9049  -0.055
C28 5.1324 -2.1252 1.7742  0.009
O2 3.7659 2.8288 -0.7098  -0.001
C29 2.9992 3.1574 -1.8434  -0.379
C30 1.9911 4.4269 -1.6981  -0.003
O3 3.0554 2.6658 -2.9923  0.064
H1 3.1220 3.3581 4.8694  0.066
H2 3.7339 2.0763 6.0304  0.080
H3 2.8994 1.4931 4.5061  0.069
H4 1.5868 3.0791 6.9760  0.099
H5 1.5216 1.2675 6.7097  0.106
H6 -0.3967 3.4803 5.6264  0.113
H7 -0.5437 1.6570 5.5924  0.095
H8 -0.6910 2.1589 3.2754  0.113
H9 1.0107 1.5083 3.4514  0.092
H10 1.8564 4.1536 3.3157  0.098
H11 0.0814 4.5960 3.3268  0.118
H12 1.5487 4.5233 1.0219  0.100
H13 -0.2818 4.1168 1.0551  0.107
H14 0.1282 1.6397 1.1328  0.085
H15 0.7924 2.2947 -0.4299  0.085
H16 2.8094 2.1707 1.9718  0.126
H17 2.1143 0.4989 1.3493  0.106
H18 3.6745 -0.6324 -0.4226  0.110
H19 4.1333 0.4015 -1.8637  0.146
H20 1.0155 0.1475 -0.8944  0.078
H21 1.6473 0.5374 -2.6081  0.118
H22 1.1408 -1.7642 -2.8776  0.094
H23 2.9391 -1.8732 -2.2480  0.122
H24 1.5550 -3.5843 -0.8353  0.105
H25 2.2545 -2.1813 0.1234  0.101
H26 -1.1489 -2.7520 1.5452  0.120
H27 0.5403 -3.6080 1.3890  0.136
H28 0.2890 -0.4309 1.9118  0.075
H29 1.6693 -1.5938 2.3427  0.101
H30 -0.2623 -2.7263 3.9963  0.112
H31 0.4621 -1.0417 4.5092  0.097
H32 -2.0021 -0.4484 4.5704  0.071
H33 -2.3537 -1.7948 3.2608  0.075
H34 -1.6673 -0.1539 2.7612  0.047
H35 -3.2439 0.6950 0.0780  0.096
H36 -1.5487 0.2771 0.6255  0.046
H37 -2.2930 0.7325 -2.4460  0.104
H38 -0.6283 1.1695 -1.6300  0.064
H39 -3.3860 2.8178 -1.5566  0.056
H40 -1.7039 3.4275 -1.9918  0.077
H41 -2.1329 3.0419 -0.2223  0.063
H42 5.5741 0.8149 -0.0297  0.146
H43 5.3601 2.2434 1.0953  0.148
H44 7.4445 0.6748 2.4451  0.101
H45 9.2118 -1.3942 2.7347  0.090
H46 8.2724 -3.9409 2.3967  0.083
H47 5.7038 -4.4096 1.7289  0.088
H48 4.0325 -2.3512 1.5130  0.075
H49 2.0801 4.9806 -2.7103  0.096
H50 2.3395 5.1730 -0.9074  0.080
H51 0.9020 4.1091 -1.6073  0.073
O4 -0.4705 -8.0933 -6.4188  -0.282
S3 -1.8959 -8.2841 -6.3450  0.602
O5 -2.8126 -7.4485 -7.0743  -0.282
O6 -2.3426 -8.3140 -4.7910  -0.268
C31 -1.9610 -7.2241 -3.9507  -0.269
C32 -2.8440 -6.0110 -4.1730  -0.089
C33 -2.2640 -9.9768 -6.7123  -0.126
H52 -0.9050 -6.9763 -4.0932  0.115
H53 -2.0751 -7.5659 -2.9189  0.123
H54 -2.6819 -5.5838 -5.1653  0.076
H55 -2.6289 -5.2371 -3.4324  -0.009
H56 -3.9004 -6.2836 -4.1073  0.087
H57 -1.6103 -10.6159 -6.1202  0.073
H58 -2.0830 -10.1356 -7.7753  0.075
H59 -3.3112 -10.1680 -6.4798  0.074
O7 -5.2032 3.9928 -2.0720  -0.294
S4 -6.2163 4.5400 -1.2060  0.606
O8 -6.8537 3.7477 -0.1881  -0.278
O9 -7.3578 5.2426 -2.1107  -0.264
C34 -7.9748 4.4763 -3.1450  -0.269
C35 -9.0139 3.5214 -2.5882  -0.075
C36 -5.5883 6.0164 -0.4573  -0.119
H60 -7.2226 3.9433 -3.7338  0.116
H61 -8.4642 5.1870 -3.8156  0.123
H62 -8.5455 2.7368 -1.9899  0.072
H63 -9.5703 3.0428 -3.3972  0.081
H64 -9.7151 4.0491 -1.9371  0.085
H65 -5.1534 6.6467 -1.2320  0.075
H66 -4.8247 5.7268 0.2646  0.076
H67 -6.4052 6.5292 0.0495  0.076

Atomic forces in eV per Å
0.476 -0.590 1.079
0.431 0.349 -0.017
-0.296 -1.057 0.322
-0.717 -0.089 -0.146
-0.256 0.464 0.249
-0.227 0.186 -0.285
-0.499 -0.589 0.231
-0.317 0.636 -0.677
1.147 -2.502 2.463
-0.081 0.618 -0.235
-0.044 -1.708 -0.950
0.471 0.400 1.029
0.988 0.116 0.035
-1.586 -0.872 -1.635
-0.405 1.408 0.844
0.212 -0.362 0.192
0.038 0.371 -1.195
0.835 -0.788 -0.009
0.252 -0.106 0.032
0.086 1.762 1.517
1.621 -0.253 0.520
0.617 1.940 0.149
-0.876 0.447 0.328
-0.675 -0.051 -0.247
0.620 1.355 -2.006
2.187 -0.952 -0.825
2.008 -3.834 0.102
-1.146 -2.366 -0.361
-4.342 -0.790 -0.853
-1.952 1.655 -0.417
1.201 4.973 0.677
2.833 -0.104 0.684
-1.652 -0.300 -1.421
-1.398 0.822 -2.958
1.234 0.406 -0.920
0.555 0.792 4.495
-0.513 -1.494 0.378
-1.272 0.420 -1.188
-0.039 1.499 0.979
-0.068 -1.096 -1.143
-0.265 1.582 -1.035
1.135 -1.361 -0.727
1.012 1.401 -0.508
1.566 0.468 0.618
-0.897 1.558 0.407
-1.547 -0.924 -0.368
1.191 -1.273 -0.468
-1.340 -1.354 0.395
1.682 -0.467 0.418
1.270 1.102 -0.683
0.356 0.366 1.911
-0.680 -1.130 -1.131
0.753 1.878 -0.247
-0.611 1.491 -0.661
-1.481 -0.167 1.129
1.410 0.059 -0.736
0.572 -0.406 1.723
1.037 -0.020 1.274
-1.890 0.203 0.006
-0.064 1.415 -0.101
-1.308 -0.343 -1.202
1.775 -0.034 -0.693
-0.861 1.175 0.133
0.341 -1.798 0.318
-1.623 0.225 0.241
0.109 1.829 0.023
-1.035 -0.914 -0.907
0.220 -0.849 -1.370
0.577 1.486 0.683
0.030 -1.022 1.281
1.280 -1.325 -0.604
-1.002 -0.375 -1.582
1.168 0.729 1.274
-1.625 -0.399 0.036
2.059 -0.433 0.472
-0.668 -1.233 1.037
0.056 -0.549 -1.368
-0.973 0.324 1.548
-1.102 -1.497 -0.188
-0.440 -1.849 -0.157
-1.881 -0.326 -0.488
-0.965 1.691 -0.200
0.787 1.731 0.347
1.928 0.639 0.502
-0.150 -1.021 1.592
-0.728 -1.298 -0.850
1.590 0.320 0.204
-0.666 0.246 -0.039
-0.274 -0.241 0.483
0.668 -0.207 0.219
0.177 -0.589 -0.908
0.079 0.959 0.532
-0.074 0.131 -0.259
-0.050 -0.065 0.150
-0.063 -0.139 -0.138
-0.014 -0.288 -0.237
0.011 -0.019 0.087
-0.062 -0.179 -0.084
0.098 -0.024 0.078
-0.045 0.099 -0.027
0.025 0.159 0.068
0.091 0.072 -0.010
-0.677 -0.055 0.343
-0.403 0.584 -0.048
0.476 0.061 -0.594
0.833 0.101 0.638
-0.590 -0.649 -0.618
0.049 -0.221 0.255
-0.082 0.116 -0.095
0.084 0.092 0.169
0.240 0.176 0.238
-0.038 0.051 -0.069
0.057 0.103 -0.001
0.032 0.009 -0.133
-0.058 -0.086 0.034
-0.081 -0.127 -0.087
0.040 -0.094 -0.060

Its calculated total energy is -101666.6605 eV. The SMILES is CCCCCCCC[C@](CCCCN(CCCC)C(=S)SCCC)(COc1ccccc1)OC(C)=O.CCOS(C)(=O)=O.CCOS(C)(=O)=O. Its spin multiplicity is 1. As for the HOMO energy: -8.52 eV. The LUMO energy comes out at -0.1 eV.